Formula: H14O7
Source: the Open Molecules 2025 dataset
Level of theory: ωB97M-V/def2-TZVPD

Geometry as ORCA input:
```
! RIJCOSX wB97M-V def2-TZVPD def2/J DEFGRID3
* xyz 0 1
O 0.050 -1.070 -0.016
H -0.243 -1.612 0.725
H 0.180 -1.701 -0.732
O 1.047 2.235 2.510
H 0.330 2.241 3.153
H 1.840 2.373 3.040
O 1.286 -4.251 -2.242
H 0.964 -3.469 -2.706
H 0.515 -4.828 -2.193
O 2.088 1.747 -1.337
H 2.575 0.944 -1.121
H 1.200 1.582 -0.999
O -1.729 -1.329 3.129
H -2.661 -1.286 2.887
H -1.272 -1.420 2.285
O -1.837 3.538 0.619
H -1.551 4.008 1.411
H -1.880 2.616 0.897
O -0.402 -0.190 -2.730
H -0.089 -0.798 -3.409
H -0.413 0.668 -3.170
*
```

Its strongest force on any atom is 0.371 eV/A. The total energy is -535.03642 Eh. The HOMO-LUMO gap comes out at 10.91 eV. The molecular weight comes out at 126.10 g/mol.